#P
2 unconnected molecules or ions with the total composition C3H5Cl2N2, computed with ωB97M-V/def2-TZVPD.

Positions of all 12 atoms, in Å:
C (-0.351, 0.269, -0.739)
C (-0.140, -1.540, 2.114)
C (-0.484, 1.432, -1.149)
N (-0.103, 2.400, -1.991)
N (-0.055, -1.012, -0.321)
Cl (0.866, -0.125, 2.601)
Cl (0.602, -3.042, 1.791)
H (-0.625, 3.225, -2.210)
H (0.852, 2.756, -1.920)
H (-0.585, -1.709, -0.763)
H (-0.904, -1.695, 3.116)
H (0.927, -0.959, -0.531)

Summary:
* frontier orbital gap (alpha / beta): 0.3387 / 0.1992 Eh
* total charge: +1

natural (NBO) atomic charge list, values in e, 5 entries:
1. C 0.22
2. C -0.25
3. C 0.25
4. N -0.69
5. N -0.65

---

#Q
A gas-phase ion, C3H5Cl2N2 (charge +1), computed with ωB97M-V/def2-TZVPD.

Positions of all 12 atoms, in Å:
H (0.664, -0.354, -3.287)
N (0.738, -0.776, -2.306)
C (0.504, -0.120, -1.303)
N (0.439, -0.899, -0.080)
C (-0.116, -0.571, 1.015)
C (-0.638, 0.879, 1.124)
Cl (0.203, 1.705, 2.500)
Cl (-2.365, 0.592, 1.494)
H (0.392, 1.085, -1.126)
H (0.849, -1.930, -0.235)
H (0.017, -1.080, 1.999)
H (-0.688, 1.470, 0.204)

Summary:
* SMILES: [H]/N=C/[NH+]=C\C(Cl)Cl
* frontier orbital gap: 0.3591 Eh
* total charge: +1

natural (NBO) atomic charge list, values in e, 5 entries:
1. H 0.42
2. N -0.54
3. C 0.24
4. N -0.47
5. C 0.27

---

Which one sits at the bottom of the stability order? #P does.

---

#P
2 unconnected molecules or ions with the total composition BH3S, computed with ωB97M-V/def2-TZVPD.

Positions of all 5 atoms, in Å:
B (0.240, 0.341, -0.238)
S (-0.317, -0.799, 0.755)
H (-0.371, 1.007, -0.961)
H (2.109, 0.319, -0.056)
H (-1.661, -0.868, 0.500)

Summary:
* frontier orbital gap: 0.3804 Eh

Table of natural (NBO) atomic charges, one value per atom, all in e:
1. B 0.10
2. S -0.07
3. H -0.06
4. H -0.11
5. H 0.13

---

#Q
BH3S in the gas phase, computed with ωB97M-V/def2-TZVPD.

Positions of all 5 atoms, in Å:
B (-0.480, 0.228, 0.162)
S (1.238, 0.012, 0.060)
H (-1.347, -0.545, 0.036)
H (-0.732, 1.544, -0.126)
H (1.321, -1.239, -0.131)

Summary:
* SMILES: BS
* frontier orbital gap: 0.4052 Eh

Table of natural (NBO) atomic charges, one value per atom, all in e:
1. B 0.06
2. S -0.09
3. H -0.05
4. H -0.04
5. H 0.12

---

Which one sits at the bottom of the stability order? #P does.

---

#P
A molecular structure, C5H12N4, computed with ωB97M-V/def2-TZVPD.

Positions of all 21 atoms, in Å:
C (0.267, -2.428, -0.994)
N (-0.087, -1.030, -1.147)
C (-1.888, -1.195, 0.320)
N (-1.048, -0.486, -0.351)
H (0.726, -0.409, -1.135)
H (0.568, -2.678, 0.033)
H (1.104, -2.627, -1.659)
H (-0.568, -3.065, -1.290)
H (-2.698, -0.676, 0.802)
H (-1.751, -2.248, 0.524)
C (0.485, 1.368, 1.004)
N (1.678, 0.737, 0.528)
C (-0.693, 1.315, 0.096)
C (-0.147, 2.161, -0.881)
N (0.237, 1.613, 2.248)
H (2.215, 0.319, 1.279)
H (2.253, 1.342, -0.040)
H (1.056, 1.503, 2.843)
H (-1.590, 1.642, 0.601)
H (0.605, 1.829, -1.579)
H (-0.723, 3.014, -1.202)

Summary:
* frontier orbital gap (alpha / beta): 0.2792 / 0.2792 Eh

natural (NBO) atomic charge list, values in e, 5 entries:
1. C -0.44
2. N -0.41
3. C -0.15
4. N -0.13
5. H 0.41

---

#Q
C5H12N4 in the gas phase, computed with ωB97M-V/def2-TZVPD.

Positions of all 21 atoms, in Å:
H (-0.661, -1.997, 2.492)
N (-0.001, -1.229, 2.373)
C (0.363, -1.108, 1.168)
C (1.340, -0.020, 0.771)
C (0.767, 0.901, -0.266)
C (1.204, 0.973, -1.513)
C (-0.725, 1.780, 0.166)
N (-1.322, 2.518, -0.859)
N (-0.035, -1.898, 0.102)
N (-1.097, -2.795, 0.294)
H (1.578, 0.532, 1.680)
H (2.257, -0.490, 0.400)
H (1.993, 0.335, -1.893)
H (0.731, 1.611, -2.249)
H (-1.373, 0.986, 0.540)
H (0.187, 2.264, 0.651)
H (-1.692, 1.984, -1.636)
H (-0.785, 3.311, -1.183)
H (0.115, -1.519, -0.826)
H (-1.970, -2.443, -0.093)
H (-0.875, -3.694, -0.119)

Summary:
* SMILES: [H]/N=C(/CC(=C)CN)NN
* frontier orbital gap: 0.3373 Eh

natural (NBO) atomic charge list, values in e, 5 entries:
1. H 0.35
2. N -0.71
3. C 0.44
4. C -0.53
5. C 0.00

---

Which one sits at the bottom of the stability order? #P does.

---

#P
3 unconnected molecules or ions with the total composition C5H12N4, computed with ωB97M-V/def2-TZVPD.

Positions of all 21 atoms, in Å:
C (0.788, -0.323, -0.256)
C (-1.171, -1.526, 1.836)
N (0.414, 0.781, 0.431)
C (-1.308, -0.432, 0.834)
N (0.082, 1.833, -0.309)
N (0.361, -0.543, -1.597)
C (2.675, 0.429, -0.632)
C (-2.437, 0.160, 0.485)
N (2.998, 1.368, -1.383)
H (1.107, -1.150, 0.366)
H (0.073, 1.740, -1.324)
H (-0.254, 2.623, 0.221)
H (0.907, -1.259, -2.064)
H (-0.618, -0.802, -1.676)
H (2.192, 1.835, -1.822)
H (3.456, -0.106, -0.073)
H (-0.829, -2.457, 1.374)
H (-0.439, -1.255, 2.602)
H (-2.121, -1.745, 2.340)
H (-3.402, -0.119, 0.910)
H (-2.475, 0.949, -0.261)

Summary:
* frontier orbital gap (alpha / beta): 0.2712 / 0.2711 Eh

natural (NBO) atomic charge list, values in e, 5 entries:
1. C 0.15
2. C -0.70
3. N -0.16
4. C 0.06
5. N -0.61

---

#Q
C5H12N4 in the gas phase, computed with ωB97M-V/def2-TZVPD.

Positions of all 21 atoms, in Å:
H (-2.387, 0.108, 1.998)
N (-2.715, -0.215, 1.093)
C (-1.853, -0.122, 0.162)
N (-2.185, -0.650, -1.065)
C (-0.506, 0.481, 0.279)
C (-0.466, 1.830, 0.957)
C (0.614, -0.121, -0.165)
C (0.659, -1.500, -0.757)
N (1.838, 0.537, -0.127)
N (3.073, -0.137, -0.093)
H (-1.764, -0.228, -1.875)
H (-3.159, -0.895, -1.150)
H (-0.138, 2.605, 0.262)
H (-1.460, 2.098, 1.309)
H (0.210, 1.832, 1.815)
H (1.036, -1.463, -1.780)
H (-0.328, -1.948, -0.760)
H (1.325, -2.140, -0.175)
H (1.865, 1.365, 0.451)
H (3.248, -0.567, -0.998)
H (3.093, -0.869, 0.619)

Summary:
* SMILES: [H]/N=C(N)\C(C)=C(/C)NN
* frontier orbital gap: 0.3221 Eh

natural (NBO) atomic charge list, values in e, 5 entries:
1. H 0.34
2. N -0.73
3. C 0.43
4. N -0.82
5. C -0.21

---

#R
C5H12N4 in the gas phase, computed with ωB97M-V/def2-TZVPD.

Positions of all 21 atoms, in Å:
H (1.411, 0.174, 1.860)
N (1.216, 1.161, 1.726)
C (0.837, 1.492, 0.574)
N (0.300, 2.730, 0.308)
N (1.195, 0.740, -0.778)
C (0.703, -0.546, -0.468)
N (1.722, -1.428, -0.131)
C (-0.620, -0.776, -0.255)
C (-1.143, -2.089, 0.247)
C (-1.658, 0.177, -0.786)
H (0.306, 3.336, 1.117)
H (0.646, 3.196, -0.517)
H (0.696, 1.160, -1.555)
H (1.485, -2.304, 0.309)
H (2.630, -0.997, -0.035)
H (-0.426, -2.613, 0.877)
H (-2.040, -1.931, 0.831)
H (-1.412, -2.758, -0.571)
H (-2.635, -0.301, -0.854)
H (-1.437, 0.545, -1.783)
H (-1.774, 1.032, -0.117)

Summary:
* SMILES: [H]/N=C(/N)NC(N)=C(C)C
* frontier orbital gap: 0.3024 Eh

natural (NBO) atomic charge list, values in e, 5 entries:
1. H 0.36
2. N -0.75
3. C 0.61
4. N -0.83
5. N -0.69

---

#S
A molecular structure, C5H12N4, computed with ωB97M-V/def2-TZVPD.

Positions of all 21 atoms, in Å:
C (-2.178, 0.380, -1.197)
C (1.178, 0.583, -1.856)
C (0.269, -0.264, 0.268)
C (1.222, 0.009, 1.264)
C (1.354, 1.191, 2.075)
H (-2.023, 1.534, -1.124)
H (-3.105, 0.080, -1.691)
H (-2.289, 0.122, -0.009)
H (-1.237, -1.334, -1.566)
H (1.560, -0.289, -2.217)
H (0.944, 1.339, -2.629)
H (2.052, 0.861, -1.103)
H (2.222, -0.859, 1.228)
H (2.123, 1.075, 2.970)
H (0.746, 2.318, 1.981)
H (-1.584, -2.260, 1.950)
H (0.408, -1.302, 2.421)
N (-0.996, -0.237, -1.750)
N (-0.092, 0.435, -1.093)
N (-0.281, -1.301, 0.384)
N (-0.292, -2.080, 1.694)

Summary:
* frontier orbital gap: 0.3233 Eh

natural (NBO) atomic charge list, values in e, 5 entries:
1. C -0.41
2. C -0.40
3. C 0.26
4. C -0.34
5. C -0.35

---

Which one sits at the bottom of the stability order? #S does.